A 14-piece molecular cluster, C67H165N17O14 overall. Source: the Open Molecules 2025 dataset; level of theory: the ωB97M-V functional and the def2-TZVPD basis.

Atoms and positions in Å:
C 20.62818 21.92242 10.88210
O 21.32477 22.12680 11.88174
N 20.87670 22.39178 9.67134
N 19.49901 21.26117 10.90534
H 20.17790 22.24941 8.95614
H 21.76174 22.82995 9.45968
H 18.81205 21.08152 10.18708
H 19.23925 21.10964 11.86954
C 20.30620 11.55236 10.24816
O 19.31151 12.04511 9.69516
N 21.39991 11.16315 9.64247
N 20.42540 11.31302 11.52350
H 21.46105 11.35665 8.65306
H 22.01000 10.43965 9.99522
H 19.61689 11.49009 12.10234
H 21.03054 10.58997 11.88558
C 22.09791 17.35767 9.46160
O 21.58525 16.25814 9.33518
N 21.76457 18.01631 10.49008
N 22.90262 17.92588 8.56807
H 22.19275 18.87434 10.80718
H 20.98027 17.69720 11.04068
H 23.27515 18.85603 8.69512
H 22.85380 17.41489 7.69824
C 19.55239 14.65575 13.79286
C 18.53707 15.77985 13.93636
C 17.92821 15.70556 15.40178
C 18.71563 16.33319 16.52134
C 19.07862 17.71099 16.03564
C 19.87056 17.77911 14.72634
N 19.06604 17.07212 13.61390
O 19.54683 17.20003 12.33034
C 20.04858 19.28664 14.37084
C 21.28341 17.21380 14.97360
C 17.42228 15.39755 12.92542
H 20.25344 14.89679 12.99378
H 19.14257 13.67067 13.56976
H 20.10145 14.51790 14.72434
H 16.88950 16.02664 15.32374
H 17.88015 14.65970 15.70506
H 19.62684 15.74818 16.64608
H 18.03820 16.47067 17.36413
H 19.62312 18.35819 16.72320
H 18.17196 18.26990 15.80398
H 20.74538 19.45923 13.55060
H 19.08094 19.71348 14.10708
H 20.40483 19.80893 15.25876
H 21.77108 17.12755 14.00260
H 21.75690 17.89151 15.68396
H 21.37892 16.16683 15.26140
H 16.69004 14.71677 13.35954
H 17.81182 15.06469 11.96336
H 16.93029 16.33100 12.65206
H 18.85815 17.66319 11.84784
C 20.76553 13.88285 19.03912
C 20.28681 13.60048 20.50370
C 18.72326 13.86478 20.60478
C 17.77948 12.71178 19.98262
C 18.17701 11.45137 20.66804
C 19.65343 11.11593 20.60560
N 20.55370 12.22576 20.96168
O 21.94427 11.86797 20.85344
C 19.86309 10.10886 21.77802
C 20.01408 10.42701 19.31340
C 21.02254 14.67719 21.31334
H 20.16050 13.26833 18.37248
H 21.79969 13.55319 18.93937
H 20.76586 14.89700 18.63962
H 18.49012 14.01145 21.65940
H 18.46131 14.84101 20.19677
H 17.95500 12.47727 18.93272
H 16.70042 12.79880 20.10971
H 17.55642 10.62226 20.32812
H 18.00649 11.65506 21.72518
H 19.35559 9.14467 21.80762
H 20.86642 9.68322 21.79370
H 19.73331 10.53157 22.77430
H 19.26119 9.84900 18.77754
H 20.57506 11.05889 18.62483
H 20.81926 9.69661 19.39286
H 22.10183 14.63388 21.16722
H 20.90056 14.54699 22.38864
H 20.57634 15.65665 21.14112
H 22.31236 12.31286 21.62036
C 16.57227 23.75942 17.74219
C 16.05996 24.18337 16.34662
C 16.01917 25.76293 16.24162
C 15.62597 26.36163 14.85278
C 16.53963 25.76131 13.73706
C 16.61872 24.23678 13.75272
N 16.87955 23.73645 15.13306
O 17.11003 22.32760 15.23924
C 15.45823 23.54028 13.05718
C 17.75879 23.87828 12.86468
C 14.58974 23.71397 16.39932
H 17.63984 23.96760 17.81336
H 16.45372 22.69395 17.93924
H 16.11781 24.35009 18.53760
H 15.30650 26.10510 16.99204
H 16.98924 26.12836 16.57853
H 15.82018 27.43401 14.87226
H 14.58823 26.19188 14.56578
H 17.50777 26.25955 13.78752
H 16.00917 26.15310 12.86918
H 15.57991 22.46057 12.97042
H 14.54681 23.90158 13.53350
H 15.33458 23.77008 11.99888
H 17.77646 22.79126 12.78604
H 17.72798 24.43794 11.92982
H 18.76326 24.17133 13.17006
H 13.99715 24.22103 15.63786
H 14.13497 23.90592 17.37114
H 14.55407 22.63541 16.24589
H 18.06934 22.29418 15.25348
C 24.14903 19.09146 12.78892
C 24.67564 20.52274 12.70932
C 26.07237 20.51872 13.30238
C 26.75720 21.87331 13.00432
C 26.73775 22.28212 11.52740
C 25.45314 22.13233 10.81058
N 24.73157 20.97284 11.29226
O 23.60889 20.53772 10.58296
C 24.52551 23.32270 11.00702
C 25.70463 21.95310 9.30998
C 23.74647 21.47926 13.59850
H 24.29140 18.68569 13.79050
H 24.61171 18.41747 12.06798
H 23.07610 19.04329 12.60290
H 26.03693 20.38194 14.38318
H 26.64223 19.68721 12.88770
H 27.82668 21.87766 13.21482
H 26.30252 22.66557 13.59904
H 27.50643 21.75514 10.96212
H 27.04837 23.31536 11.68244
H 23.49695 23.01310 10.82178
H 24.69151 23.82573 11.95966
H 24.72463 24.11043 10.28044
H 26.47090 22.60866 8.89624
H 25.90802 20.89824 9.12556
H 24.79779 22.17662 8.74802
H 23.48147 22.50532 13.34342
H 23.97276 21.36448 14.65856
H 22.74839 21.05074 13.68964
H 22.92543 21.03422 11.03902
C 24.55133 12.20092 14.69934
C 23.69924 13.36916 15.03192
C 23.47940 14.22606 13.79024
O 24.61782 14.91723 13.31304
C 24.35066 15.69776 12.14450
N 22.51812 13.10317 15.80124
H 24.74712 11.65711 15.62348
H 25.46551 12.50508 14.18958
H 24.01941 11.62985 13.93840
H 24.24029 13.93244 15.79224
H 22.66904 14.91824 14.01894
H 23.02068 13.59545 13.02866
H 23.72731 15.11276 11.46824
H 25.18689 15.97625 11.50320
H 23.67570 16.47885 12.49438
H 22.70353 12.64739 16.68329
H 21.81949 12.59569 15.27734
C 18.43629 11.21510 15.91106
C 17.74848 10.40496 14.76494
C 16.19035 10.26720 15.03302
O 15.44153 11.50581 15.10144
C 14.27050 11.45653 15.93062
N 17.98688 11.15043 13.57454
H 19.51238 11.35027 15.80218
H 18.17788 10.66210 16.81412
H 17.98794 12.20225 16.02342
H 18.07634 9.39262 14.52876
H 16.17947 9.77014 16.00302
H 15.75020 9.62016 14.27426
H 13.95762 12.47030 16.18055
H 14.50142 10.83690 16.79713
H 13.40768 11.04008 15.41080
H 17.47495 10.64431 12.86612
H 17.48169 12.02008 13.66726
C 15.28183 19.30164 17.05848
C 13.85639 18.78951 17.51740
C 12.88608 19.95405 17.79902
O 13.39069 20.77846 18.87324
C 12.53282 21.88864 19.21512
N 13.35970 18.10424 16.35720
H 15.89697 18.41077 16.93176
H 15.63260 19.85025 17.93260
H 15.28905 19.93404 16.17072
H 13.78888 18.10067 18.35944
H 11.94214 19.47313 18.05552
H 12.60175 20.48480 16.89042
H 11.58471 21.50553 19.59250
H 12.33297 22.42822 18.28938
H 12.75373 22.71461 19.89118
H 13.89372 17.25960 16.21062
H 13.29745 18.61010 15.48522
C 23.18597 16.10180 18.25242
C 23.09403 17.47821 18.99746
C 23.77776 17.55408 20.37898
O 23.94714 18.84895 20.86886
C 24.56503 19.02565 22.20630
N 23.58617 18.51920 18.06173
H 22.48684 15.97655 17.42562
H 22.89623 15.47499 19.09578
H 24.17417 15.73563 17.97404
H 22.03129 17.66732 19.14883
H 24.72700 17.05595 20.18174
H 23.32843 17.02197 21.21746
H 23.94350 18.91369 23.09470
H 25.09081 19.98038 22.21854
H 25.35975 18.29083 22.33500
H 22.82436 18.82885 17.47534
H 23.65180 19.26348 18.74132
C 21.30334 24.40447 16.03428
C 21.32320 22.92320 16.07900
C 20.73571 22.34576 17.40078
O 20.90620 20.93869 17.39946
C 20.30347 20.40665 18.51888
N 20.44216 22.41107 15.04142
H 22.03437 24.73038 15.29436
H 21.60173 24.85786 16.97953
H 20.28057 24.77883 15.99080
H 22.38034 22.66378 16.13606
H 19.69636 22.58048 17.63046
H 21.21649 22.81877 18.25705
H 19.26988 20.73653 18.62366
H 20.84414 20.72583 19.40989
H 20.35813 19.33453 18.33003
H 20.61013 21.41750 15.11010
H 20.96637 22.60857 14.20102
C 14.43098 15.14387 14.86788
C 13.26159 14.35210 14.21532
C 12.04403 15.25786 13.72890
O 11.09824 14.49426 12.93172
C 9.99654 15.32762 12.55198
N 13.95286 13.84142 13.03444
H 15.25170 14.56836 15.29602
H 14.00636 15.43340 15.82912
H 14.84017 15.99029 14.31630
H 12.89849 13.52788 14.82926
H 12.49353 15.97443 13.04146
H 11.50935 15.72416 14.55642
H 9.47177 15.72439 13.42106
H 9.27556 14.86584 11.87740
H 10.28219 16.15319 11.90012
H 14.40432 12.98876 13.33322
H 13.31803 13.53326 12.31186
C 16.33977 20.05160 11.85736
C 15.34338 19.05456 11.26406
C 13.88788 19.40946 11.66526
O 13.57579 18.76126 12.97232
C 12.15882 18.67983 13.19368
N 15.56443 19.05470 9.86790
H 17.36362 19.69040 11.76058
H 16.14813 20.30388 12.90030
H 16.24346 21.02379 11.37398
H 15.47990 17.98286 11.40870
H 13.25433 19.07409 10.84414
H 13.71988 20.48035 11.77952
H 12.07176 18.17977 14.15830
H 11.60588 17.99392 12.55190
H 11.77379 19.68725 13.35162
H 15.09461 18.30872 9.37508
H 16.46409 18.67694 9.60712

Output
E_HOMO	-7.80	eV
LUMO energy	0.4	eV
gap between HOMO and LUMO	8.2	eV

These are the Mulliken partial charges, in e, on atoms 1 to 2:
1 C 0.68
2 O -0.24

C67H51CrFGeN3O4P3S2 as an isolated structure. Source: the Open Molecules 2025 dataset; level of theory: the ωB97M-V functional and the def2-TZVPD basis.

Atoms and positions in Å:
Cr 0.00113 -0.15165 0.47482
F 0.07040 -3.08082 -2.98123
Ge -0.43949 -1.72268 -1.84406
C 1.07232 -0.63448 -2.71307
C 0.96777 -0.27179 -4.05571
C 1.99707 0.39405 -4.69940
C 3.17984 0.67382 -4.02008
C 3.30656 0.31594 -2.68933
C 2.23756 -0.29869 -2.03811
P 2.27522 -0.93101 -0.33701
C 3.53353 0.01023 0.59443
C 4.18702 -0.61462 1.65872
C 5.14757 0.06201 2.39165
C 5.43718 1.39027 2.10695
C 4.74903 2.03917 1.09276
C 3.80801 1.34903 0.34199
C 3.20088 -2.49120 -0.73511
C 2.49119 -3.54057 -1.31469
C 3.14186 -4.66968 -1.78197
C 4.52192 -4.76873 -1.68785
C 5.24151 -3.72010 -1.13843
C 4.58903 -2.58705 -0.67369
C -1.92144 -1.01760 -2.93701
C -2.35410 -1.60161 -4.13275
C -3.49240 -1.13828 -4.75968
C -4.23987 -0.10028 -4.19720
C -3.82558 0.48371 -3.01927
C -2.64377 0.03961 -2.41094
P -2.02137 0.61575 -0.80762
C -1.54798 2.48133 -1.19943
C -1.85482 3.49042 -0.13526
C -2.71420 4.49011 -0.32820
C -3.46104 4.62721 -1.57166
C -3.12306 3.92426 -2.64778
C -1.96508 2.97629 -2.61505
C -3.59453 0.52094 0.13383
C -4.06216 1.40537 1.09876
C -5.28785 1.19022 1.71167
C -6.05081 0.08043 1.39026
C -5.57386 -0.83290 0.46205
C -4.35639 -0.61675 -0.16094
C -1.52797 -3.11194 -0.79875
C -2.20433 -4.04442 -1.59291
C -3.08104 -4.96355 -1.04557
C -3.28665 -5.00291 0.32983
C -2.61013 -4.11100 1.13667
C -1.75711 -3.15815 0.57394
P -0.82188 -2.03779 1.64537
C -1.91428 -1.46105 2.98699
C -3.29943 -1.41658 2.87370
C -4.07059 -0.85954 3.88336
C -3.46733 -0.34304 5.01926
C -2.08510 -0.38922 5.14587
C -1.31609 -0.93677 4.13420
C 0.26129 -3.19984 2.55731
C -0.03235 -3.74451 3.80527
C 0.82234 -4.67564 4.37615
C 1.97222 -5.08029 3.71214
C 2.26169 -4.55868 2.46000
C 1.40563 -3.62806 1.89652
H 0.07661 -0.52690 -4.61613
H 1.89768 0.66294 -5.74354
H 4.00420 1.14945 -4.53614
H 4.23946 0.49436 -2.16775
H 3.95715 -1.64437 1.90503
H 5.66310 -0.44722 3.19555
H 6.18579 1.91927 2.68096
H 4.95221 3.08025 0.87956
H 3.28258 1.86091 -0.45507
H 1.41474 -3.49904 -1.43235
H 2.56240 -5.46664 -2.22631
H 5.03251 -5.64986 -2.05117
H 6.31995 -3.77303 -1.07536
H 5.18751 -1.77852 -0.28225
H -1.79603 -2.42941 -4.55160
H -3.82361 -1.59351 -5.68415
H -5.14898 0.23433 -4.67764
H -4.42144 1.26776 -2.56336
H -1.35784 3.36036 0.81501
H -2.90853 5.18803 0.47454
H -4.29061 5.31887 -1.60913
H -3.65302 4.01859 -3.58541
H -2.18069 2.12163 -3.25668
H -3.47463 2.24919 1.40128
H -5.64011 1.89268 2.45527
H -7.00642 -0.08100 1.87054
H -6.14745 -1.71707 0.21740
H -4.00090 -1.34541 -0.87918
H -2.03108 -4.05593 -2.65967
H -3.59437 -5.66615 -1.68924
H -3.95428 -5.73431 0.76511
H -2.73777 -4.15427 2.21195
H -3.78444 -1.82167 1.99671
H -5.14683 -0.83404 3.77841
H -4.07102 0.08419 5.80861
H -1.60347 -0.00223 6.03453
H -0.23779 -0.97391 4.24856
H -0.92693 -3.45513 4.33984
H 0.58246 -5.09158 5.34538
H 2.63318 -5.80560 4.16684
H 3.14358 -4.87241 1.91628
H 1.61719 -3.23987 0.91200
O -1.14577 1.12899 1.52039
N -0.69292 1.65920 2.60328
N 0.48292 1.26369 2.87184
O 1.12586 0.45635 2.06470
C 1.10335 1.71280 4.08508
C 2.44952 1.45846 4.26422
C 3.05337 1.88432 5.43828
C 2.31475 2.54869 6.40440
C 0.96099 2.78891 6.20214
C 0.33814 2.36971 5.03916
H 2.99779 0.93591 3.49901
H 4.10591 1.69134 5.59365
H 2.78874 2.87568 7.31915
H 0.38271 3.30203 6.95802
H -0.71533 2.53716 4.87485
O -1.17071 5.93241 -4.17005
S -0.62076 4.68523 -4.57033
O -1.09089 3.98516 -5.71261
N -0.74896 3.59202 -3.21245
C 0.40295 3.33636 -2.62870
S 0.32940 2.39479 -1.23535
C 1.54929 3.95186 -3.30139
C 2.89125 3.87840 -2.96521
C 3.79906 4.55103 -3.77349
C 3.37502 5.26483 -4.88789
C 2.02650 5.34773 -5.22741
C 1.13783 4.68462 -4.41138
H 3.22598 3.30142 -2.11432
H 4.85293 4.50958 -3.53732
H 4.10457 5.77161 -5.50338
H 1.69677 5.90931 -6.08887

Output
E_HOMO (spin up / spin down)	-9.63 / -8.36	eV
LUMO energy (spin up / spin down)	-4.2 / -4.2	eV
total charge	+1
relative energy (zero: lowest compared OMol25 entry of this formula, charge and spin)	249.9	kJ/mol
gap between HOMO and LUMO (spin up / spin down)	5.5 / 4.2	eV
spin multiplicity	2

These are the Mulliken partial charges, in e, on atoms 1 to 2:
1 Cr -0.60
2 F -0.48